The following is a DFT calculation (ωB97M-V/def2-TZVPD) of 2 unconnected molecules or ions with the total composition C9H18OSe.

Calculated values
- Orbital gap (alpha / beta): 0.2744 / 0.2745 hartree
- Strongest force on any atom: 0.07187 Eh/bohr
- Electronic energy: -2830.18282 hartree
- Relative energy (zero: lowest compared OMol25 entry of this formula, charge and spin): 3.5369 eV
- Total charge: 0

Last column: Mulliken charge in e.
Positions of all 29 atoms, in Å:
C1 -0.41 2.01 2.45  -0.77
C2 -1.52 0.96 2.57  -0.74
C3 0.92 1.32 2.00  -1.01
C4 -1.60 0.06 1.23  -0.92
C5 0.87 0.38 0.81  0.56
C6 -0.31 -0.52 0.79  0.48
C7 0.99 0.93 -2.84  -0.95
C8 -0.30 -3.10 -2.29  -0.86
C9 0.15 -0.31 -2.62  -0.45
O1 -0.07 -1.59 0.23  -0.54
Se1 1.17 -1.85 -2.23  0.16
H1 -0.49 2.78 1.77  0.41
H2 -0.25 2.54 3.34  0.40
H3 -1.38 0.29 3.37  0.37
H4 -2.42 1.45 2.78  0.38
H5 1.64 2.19 1.77  0.34
H6 1.41 0.91 2.83  0.44
H7 -2.34 -0.69 1.26  0.50
H8 -1.86 0.71 0.37  0.24
H9 0.89 0.98 -0.08  -0.42
H10 1.75 -0.30 0.85  0.30
H11 2.01 0.64 -3.26  0.25
H12 0.30 1.43 -3.55  0.28
H13 0.93 1.52 -1.97  0.34
H14 -0.50 -3.39 -1.25  0.28
H15 -1.07 -2.65 -2.97  0.31
H16 0.02 -4.03 -2.66  0.38
H17 -0.61 -0.07 -1.91  0.27
H18 2.08 -2.61 -0.81  -0.04


The following is a DFT calculation (ωB97M-V/def2-TZVPD) of 2 unconnected molecules or ions with the total composition C11H29FNO7P2.

Calculated values
- Orbital gap: 0.3342 hartree
- Strongest force on any atom: 0.10645 Eh/bohr
- Electronic energy: -1800.37746 hartree
- Total charge: +1

Last column: Mulliken charge in e.
Positions of all 51 atoms, in Å:
C1 -2.94 0.40 3.20  -0.99
C2 -1.84 0.92 4.14  0.26
O1 -1.06 -0.12 4.74  -0.42
P1 0.24 -0.69 4.00  0.89
O2 0.66 -1.90 4.71  -0.77
C3 1.62 0.50 4.03  -0.75
C4 2.02 1.19 2.72  -0.72
N1 1.05 2.19 2.16  0.00
C5 0.19 1.71 1.03  0.21
C6 -0.28 2.84 0.12  -0.43
F1 -1.47 2.42 -0.43  -0.29
O3 0.01 -0.96 2.46  -0.20
C7 -0.83 -2.11 2.10  -0.52
C8 -1.57 -1.75 0.82  -0.87
H1 -3.02 -0.68 3.34  0.22
H2 -2.75 0.63 2.15  0.24
H3 -3.89 0.85 3.46  0.42
H4 -1.23 1.69 3.66  -0.33
H5 -2.34 1.42 4.96  0.46
H6 1.47 1.21 4.85  0.51
H7 2.48 -0.10 4.32  0.36
H8 2.29 0.47 1.96  0.33
H9 2.93 1.75 2.94  0.47
H10 0.50 2.63 2.90  0.43
H11 1.62 2.95 1.78  0.42
H12 -0.69 1.19 1.41  -0.60
H13 0.75 0.95 0.48  0.34
H14 0.40 3.03 -0.71  0.34
H15 -0.50 3.74 0.70  0.37
H16 -1.49 -2.41 2.90  0.48
H17 -0.13 -2.93 1.94  0.45
H18 -2.65 -1.75 0.94  0.30
H19 -1.27 -2.44 0.03  0.33
H20 -1.26 -0.76 0.49  0.09
C9 3.17 -0.87 -4.83  -0.62
O4 1.85 -0.53 -5.30  -0.37
P2 0.67 -0.69 -4.22  0.97
O5 1.23 -0.28 -2.91  -0.60
O6 0.55 -2.29 -4.35  -0.31
C10 0.59 -2.93 -5.64  -0.69
O7 -0.93 -0.51 -4.07  -0.22
C11 -1.49 0.81 -4.20  -0.68
H21 3.78 -1.00 -5.72  0.25
H22 3.57 -0.07 -4.23  0.24
H23 3.15 -1.80 -4.26  0.33
H24 1.56 -3.40 -5.78  0.26
H25 0.41 -2.22 -6.45  0.33
H26 -0.19 -3.69 -5.66  0.27
H27 -1.29 1.23 -5.18  0.33
H28 -1.10 1.46 -3.42  0.25
H29 -2.57 0.71 -4.08  0.25


The following is a DFT calculation (ωB97M-V/def2-TZVPD) of C5H6N2 in the gas phase.

Calculated values
- Orbital gap: 0.3383 hartree
- Strongest force on any atom: 0.08417 Eh/bohr
- Electronic energy: -303.54270 hartree
- SMILES: C=C(C)/C=N/C#N
- Relative energy (zero: lowest compared OMol25 entry of this formula, charge and spin): 2.5407 eV
- Total charge: 0

Last column: Mulliken charge in e.
Positions of all 13 atoms, in Å:
C1 -1.28 -1.45 -0.56  -0.94
C2 -0.64 -0.29 -0.39  0.65
C3 -1.06 1.16 -0.31  -0.86
C4 0.66 -0.45 0.24  -0.10
N1 1.43 0.52 0.50  -0.37
C5 2.63 0.66 0.92  0.46
N2 3.72 0.85 1.23  -0.48
H1 -0.83 -2.37 -0.54  0.33
H2 -2.40 -1.53 -0.80  0.22
H3 -0.92 1.56 0.80  0.25
H4 -2.14 1.24 -0.63  0.34
H5 -0.29 1.60 -1.01  0.27
H6 1.11 -1.51 0.54  0.23


The following is a DFT calculation (ωB97M-V/def2-TZVPD) of 2 unconnected molecules or ions with the total composition C3H10NP.

Calculated values
- Orbital gap: 0.3258 hartree
- Strongest force on any atom: 0.06877 Eh/bohr
- Electronic energy: -516.29727 hartree
- Relative energy (zero: lowest compared OMol25 entry of this formula, charge and spin): 3.0648 eV
- Total charge: 0

Last column: Mulliken charge in e.
Positions of all 15 atoms, in Å:
C1 -0.92 -0.17 1.39  -1.31
C2 -1.15 -0.54 -1.08  -1.26
C3 -0.41 0.13 0.04  0.45
N1 1.53 -0.44 0.14  -0.53
P1 2.53 0.89 -0.04  -0.04
H1 -0.50 -1.03 1.80  0.43
H2 -0.68 0.56 2.19  0.30
H3 -2.01 -0.46 1.39  0.33
H4 -2.03 0.01 -1.37  0.35
H5 -1.55 -1.58 -0.73  0.29
H6 -0.42 -0.58 -1.91  0.34
H7 -0.36 1.15 -0.23  0.38
H8 1.83 -1.14 -0.64  0.25
H9 2.47 1.40 -1.44  0.01
H10 1.68 1.82 0.49  0.02